Entry 1:
{
  "formula": "C43H50N8O8SbSi3TeTl",
  "method": "ωB97M-V with the def2-TZVPD basis set",
  "symbols": ["Tl", "C", "C", "C", "C", "N", "C", "C", "C", "C", "C", "C", "N", "C", "C", "C", "C", "C", "N", "H", "H", "H", "H", "H", "H", "H", "H", "H", "H", "H", "O", "C", "O", "C", "C", "C", "C", "C", "C", "O", "N", "O", "O", "N", "O", "O", "H", "H", "C", "Te", "C", "C", "C", "C", "C", "C", "C", "H", "H", "H", "H", "H", "H", "H", "H", "N", "C", "O", "C", "C", "N", "C", "N", "H", "H", "C", "Si", "C", "C", "Sb", "Si", "C", "C", "C", "Si", "C", "C", "C", "H", "H", "H", "H", "H", "H", "H", "H", "H", "H", "H", "H", "H", "H", "H", "H", "H", "H", "H", "H", "H", "H", "H", "H", "H", "H", "H"],
  "coordinates": [[0.50414, 0.36456, 0.56460], [-1.60003, 4.19667, -0.89725], [-2.09306, 4.56859, 0.33887], [-2.58890, 3.58827, 1.18257], [-2.55548, 2.26243, 0.76804], [-2.09177, 1.89864, -0.42801], [-1.62917, 2.85122, -1.23303], [-2.92613, 1.17077, 1.72329], [-3.91061, 1.35576, 2.68706], [-4.12302, 0.35027, 3.61333], [-3.32692, -0.77946, 3.58874], [-2.34478, -0.88189, 2.60558], [-2.19007, 0.05919, 1.67640], [-1.37348, -2.02706, 2.56845], [-1.09101, -2.74945, 3.71587], [-0.14150, -3.76216, 3.65794], [0.50261, -4.00872, 2.46621], [0.16587, -3.22601, 1.36919], [-0.75364, -2.26914, 1.40306], [-1.16463, 4.92017, -1.57383], [-2.05579, 5.60167, 0.66301], [-2.91755, 3.84445, 2.18191], [-1.23247, 2.51333, -2.18687], [-4.50401, 2.26026, 2.70690], [-4.89927, 0.45437, 4.36113], [-3.46664, -1.56802, 4.31565], [-1.55957, -2.49021, 4.65622], [0.11593, -4.32050, 4.55026], [1.29508, -4.73747, 2.37830], [0.69212, -3.36135, 0.42813], [3.01365, -3.21453, 1.24728], [3.07619, -1.97708, 1.09079], [2.40893, -1.09739, 1.71111], [4.07882, -1.48423, 0.05407], [5.34240, -1.97952, 0.12741], [6.35327, -1.52678, -0.74863], [6.09004, -0.54220, -1.66211], [4.80620, -0.03647, -1.78207], [3.69171, -0.54286, -0.98557], [2.48330, -0.26767, -1.17522], [4.65381, 1.01833, -2.77699], [3.55532, 1.51212, -2.96859], [5.64929, 1.39006, -3.39560], [7.68340, -2.09168, -0.69240], [7.89484, -3.01189, 0.08739], [8.55247, -1.63731, -1.42968], [5.57470, -2.73164, 0.86814], [6.87025, -0.15974, -2.29866], [-0.39355, 2.38895, 3.92270], [1.45281, 1.29356, 3.91870], [1.91122, 2.63140, 5.54478], [0.58420, 3.07608, 6.11220], [0.46546, 3.61426, 7.39032], [-0.76866, 4.02366, 7.87836], [-1.89947, 3.90108, 7.08079], [-1.78674, 3.36934, 5.80261], [-0.55335, 2.95107, 5.31060], [-1.22484, 1.73830, 3.64920], [-0.30336, 3.17682, 3.17137], [2.46379, 3.48034, 5.13792], [2.53106, 2.14105, 6.29339], [1.35034, 3.71061, 8.01081], [-0.84692, 4.43662, 8.87734], [-2.86631, 4.21992, 7.45226], [-2.66579, 3.27534, 5.17210], [1.75892, 3.83974, -0.95830], [1.15288, 4.08785, 0.24353], [0.63057, 3.17314, 0.89757], [1.06830, 5.45510, 0.68298], [1.68087, 6.52112, -0.03013], [2.20138, 7.36648, -0.62851], [0.32633, 5.74842, 1.85854], [-0.27953, 5.99193, 2.81607], [2.03712, 2.88975, -1.14767], [2.34088, 4.54741, -1.37543], [-2.43609, -1.41025, -5.88337], [-1.93969, -0.42201, -4.36139], [-0.91494, 0.98690, -5.06679], [-3.54437, 0.28420, -3.67438], [-0.65272, -1.34694, -2.34236], [1.05446, -2.72663, -3.67655], [1.97634, -3.82458, -2.47851], [0.30091, -3.84321, -4.99120], [2.25550, -1.60600, -4.54781], [-2.37121, -3.23508, -2.00414], [-3.61487, -2.50254, -0.80129], [-3.38809, -3.83159, -3.47234], [-1.68690, -4.80035, -1.22615], [-3.00438, -0.73626, -6.53524], [-3.05865, -2.27615, -5.65285], [-1.56348, -1.76494, -6.44004], [-1.49380, 1.55028, -5.80747], [-0.02135, 0.58956, -5.56170], [-0.56601, 1.68231, -4.29605], [-3.93094, 1.07915, -4.32345], [-3.40355, 0.69518, -2.66735], [-4.30715, -0.50249, -3.60631], [1.34302, -4.63920, -2.11133], [2.33185, -3.25673, -1.60936], [2.85144, -4.26630, -2.96925], [-0.53031, -4.44181, -4.60148], [1.07224, -4.52881, -5.36252], [-0.07294, -3.25846, -5.83634], [2.77614, -0.99120, -3.80855], [1.75004, -0.92333, -5.23857], [2.99066, -2.19316, -5.10961], [-4.19398, -1.70440, -1.28228], [-3.08728, -2.05970, 0.05161], [-4.31284, -3.26385, -0.43109], [-4.05937, -3.04382, -3.83001], [-3.99878, -4.68095, -3.14704], [-2.77099, -4.15441, -4.31697], [-1.39902, -4.62233, -0.18738], [-0.80499, -5.17828, -1.75465], [-2.45630, -5.57983, -1.24494]],
  "forces_ev_per_a": [[0.52, -0.09, -0.03], [-0.19, -0.06, -0.11], [-0.19, 0.12, -0.07], [0.03, 0.02, 0.07], [0.05, -0.06, 0.04], [-0.03, -0.05, -0.12], [-0.06, -0.07, 0.03], [0.13, 0.03, -0.08], [-0.14, 0.01, 0.02], [-0.02, 0.01, 0.05], [0.00, -0.07, 0.05], [0.10, -0.13, -0.14], [-0.03, 0.12, 0.03], [-0.08, 0.11, -0.11], [0.00, 0.04, 0.11], [-0.03, -0.02, 0.04], [0.03, -0.07, 0.04], [-0.07, 0.17, -0.15], [-0.13, -0.05, 0.13], [0.00, -0.02, 0.02], [-0.01, -0.09, 0.01], [0.02, 0.02, -0.02], [-0.02, 0.01, 0.03], [0.02, 0.00, -0.05], [0.00, 0.00, 0.02], [0.00, 0.02, -0.03], [0.02, -0.03, -0.02], [-0.02, 0.02, -0.01], [-0.01, 0.07, -0.03], [-0.07, 0.00, 0.11], [0.16, 0.17, 0.03], [-0.36, -0.01, -0.03], [0.13, -0.21, -0.24], [0.23, -0.01, 0.09], [0.17, -0.08, -0.03], [0.15, -0.18, 0.17], [-0.01, 0.12, -0.14], [-0.13, 0.07, -0.05], [-0.21, 0.12, -0.10], [0.15, 0.15, -0.14], [-0.04, -0.10, 0.11], [-0.18, -0.02, 0.13], [0.01, -0.08, 0.03], [-0.15, 0.10, 0.01], [-0.04, 0.01, 0.03], [-0.03, -0.02, 0.01], [-0.02, -0.02, -0.02], [0.02, -0.02, -0.03], [-0.04, 0.06, -0.07], [-0.05, -0.05, 0.21], [-0.05, 0.10, -0.02], [0.02, -0.03, 0.01], [-0.01, -0.01, -0.02], [-0.01, -0.02, -0.05], [0.06, -0.03, -0.04], [0.02, -0.01, 0.00], [0.05, -0.01, -0.08], [0.07, 0.01, 0.07], [-0.03, 0.00, 0.03], [-0.03, 0.00, 0.05], [-0.02, -0.03, 0.00], [-0.01, 0.00, -0.01], [0.00, -0.01, -0.01], [0.01, 0.00, 0.00], [0.04, 0.00, 0.03], [0.15, -0.04, -0.16], [-0.14, 0.16, 0.34], [0.18, -0.12, -0.10], [0.00, 0.56, 0.04], [-0.18, -0.35, 0.28], [-0.05, -0.04, -0.03], [0.40, -0.07, -0.24], [-0.03, -0.03, -0.09], [-0.02, -0.13, 0.00], [-0.02, 0.06, 0.06], [0.13, -0.34, -0.05], [-0.04, 0.44, 0.05], [0.22, 0.09, 0.07], [-0.13, -0.02, 0.21], [-0.12, -0.40, -0.42], [-0.01, -0.15, 0.07], [0.06, 0.05, 0.24], [-0.23, -0.10, -0.05], [0.10, 0.31, 0.02], [-0.24, 0.09, 0.34], [-0.05, 0.15, 0.12], [0.05, 0.11, -0.34], [0.33, -0.05, 0.02], [0.03, -0.03, 0.04], [0.03, 0.08, -0.06], [-0.09, 0.07, 0.02], [0.03, -0.03, 0.04], [-0.09, 0.08, 0.03], [-0.05, -0.08, -0.09], [0.02, -0.09, 0.03], [0.00, -0.01, -0.13], [0.07, 0.11, 0.00], [0.09, 0.07, -0.01], [0.00, -0.11, -0.09], [-0.06, 0.01, 0.04], [0.13, 0.03, -0.06], [-0.05, 0.05, 0.01], [0.02, -0.08, 0.05], [0.01, 0.01, -0.06], [0.07, -0.08, 0.02], [-0.04, 0.04, 0.05], [0.06, -0.09, 0.07], [-0.08, -0.07, -0.11], [0.04, 0.06, -0.04], [0.04, -0.10, 0.03], [0.02, 0.05, 0.00], [-0.10, -0.01, 0.09], [-0.01, -0.03, -0.07], [-0.12, -0.01, 0.05], [0.02, 0.05, 0.01]],
  "homo_lumo_gap_ev": 6.79,
  "total_charge": -2,
  "de_lowest_kj_mol": 50.16,
  "total_energy_ha": -4257.88535,
  "fmax_ev_per_a": 0.6
}

Entry 2:
{
  "formula": "C43H51AlBrNO4P",
  "method": "ωB97M-V with the def2-TZVPD basis set",
  "symbols": ["C", "C", "C", "C", "C", "C", "C", "C", "C", "Al", "Br", "C", "C", "C", "N", "P", "C", "C", "C", "H", "H", "H", "H", "H", "H", "H", "H", "H", "H", "H", "H", "H", "H", "H", "H", "H", "H", "H", "H", "H", "H", "H", "H", "H", "H", "H", "H", "H", "H", "H", "H", "H", "H", "H", "C", "C", "C", "C", "C", "C", "C", "O", "C", "C", "C", "C", "C", "C", "C", "O", "H", "H", "H", "H", "H", "H", "H", "H", "C", "C", "C", "C", "C", "C", "C", "O", "C", "C", "C", "C", "C", "C", "C", "O", "H", "H", "H", "H", "H", "H", "H", "H"],
  "coordinates": [[-8.04703, -0.47248, -2.84067], [-9.11839, -1.02846, -1.92101], [-8.67181, -2.13326, -0.93807], [-7.37238, -2.87350, -1.23594], [-6.96240, -3.73477, -0.01416], [-5.44102, -3.86564, 0.26342], [-5.01471, -3.14961, 1.52729], [-3.55663, -3.36140, 1.97110], [-2.44679, -3.24612, 0.92216], [-1.95043, -1.38375, 0.34539], [-3.36775, -0.43509, -1.35712], [-1.92427, -0.03335, 1.84618], [-1.30782, 1.27989, 1.32776], [-2.26796, 2.44657, 1.42228], [-1.66243, 3.73057, 0.99926], [0.21971, -1.42734, -0.61823], [0.01250, -1.29437, -2.46864], [0.89387, -3.13754, -0.29159], [1.29622, -3.26373, 1.18727], [-8.48959, 0.19538, -3.57221], [-7.49033, -1.23514, -3.36989], [-7.33571, 0.12037, -2.28544], [-9.47173, -0.19267, -1.32554], [-9.96724, -1.33702, -2.52511], [-9.45711, -2.88611, -0.94002], [-8.64286, -1.74817, 0.07337], [-6.54688, -2.21431, -1.45666], [-7.51005, -3.57505, -2.05030], [-7.36780, -4.73655, -0.11455], [-7.40050, -3.29501, 0.87540], [-5.20572, -4.92099, 0.36558], [-4.87293, -3.49757, -0.58213], [-5.27406, -2.09510, 1.49882], [-5.61326, -3.57805, 2.33193], [-3.35277, -2.62656, 2.74684], [-3.49355, -4.33481, 2.46072], [-2.63524, -3.86221, 0.04866], [-1.54126, -3.65914, 1.36457], [-1.33846, -0.46553, 2.65481], [-2.93306, 0.14407, 2.21045], [-0.37039, 1.48482, 1.84479], [-1.06470, 1.17782, 0.26895], [-2.68170, 2.53783, 2.42128], [-3.07566, 2.21519, 0.73833], [-1.87869, 3.89447, 0.02320], [-0.65301, 3.64741, 1.04355], [-0.16617, -0.25268, -2.69291], [0.93620, -1.62169, -2.93031], [-0.83194, -1.85728, -2.84941], [0.17267, -3.90416, -0.54914], [1.74696, -3.28324, -0.94858], [0.93701, -2.41261, 1.75677], [0.85393, -4.16010, 1.60099], [2.37184, -3.31980, 1.27124], [-0.11458, 2.54930, -3.21233], [0.71342, 2.69392, -2.10433], [1.99898, 3.18434, -2.25469], [2.46726, 3.52583, -3.51702], [1.64111, 3.36356, -4.63428], [0.34774, 2.88205, -4.47418], [2.13206, 3.68341, -6.00058], [1.41934, 3.55413, -6.97519], [3.53549, 4.16691, -6.14826], [4.03359, 4.42434, -7.41927], [5.32926, 4.88475, -7.57367], [6.13244, 5.09760, -6.45788], [5.64250, 4.83917, -5.18985], [4.34601, 4.36648, -5.03043], [3.84493, 4.06662, -3.65776], [4.54999, 4.25978, -2.68870], [-1.12026, 2.16716, -3.08771], [0.35125, 2.41557, -1.12281], [2.64476, 3.29979, -1.39552], [-0.28951, 2.76481, -5.33925], [3.40304, 4.26001, -8.28177], [5.71660, 5.08014, -8.56509], [7.14372, 5.46295, -6.58007], [6.26191, 4.99845, -4.31840], [3.65677, -0.69040, 1.44704], [2.74354, 0.16163, 2.05721], [2.94451, 0.57422, 3.36375], [4.05445, 0.12779, 4.07148], [4.96285, -0.74462, 3.46285], [4.76223, -1.14259, 2.14672], [6.13630, -1.26910, 4.20829], [6.93495, -2.02074, 3.68571], [6.31045, -0.85129, 5.62979], [7.37140, -1.36719, 6.36341], [7.55444, -0.98091, 7.67945], [6.68207, -0.07084, 8.26772], [5.62153, 0.44311, 7.54251], [5.42728, 0.04996, 6.22450], [4.26153, 0.59312, 5.46761], [3.50856, 1.39074, 5.98774], [3.49261, -1.00526, 0.42457], [1.87311, 0.49593, 1.50640], [2.23869, 1.23983, 3.84104], [5.47148, -1.81036, 1.67791], [8.04751, -2.07126, 5.89897], [8.37899, -1.38764, 8.25033], [6.82975, 0.23462, 9.29537], [4.93727, 1.14775, 7.99392]],
  "forces_ev_per_a": [[0.02, 0.15, 0.01], [0.25, 0.15, 0.13], [-0.28, -0.23, -0.73], [0.08, -0.59, 1.05], [0.56, 0.21, -0.06], [-0.42, 0.06, -0.30], [0.28, -0.41, 0.44], [0.01, 0.03, -0.26], [-0.25, 0.69, -0.18], [-0.12, -0.25, 0.49], [-0.05, 0.01, -0.01], [0.15, -0.36, -0.83], [-0.33, -0.46, 0.19], [0.53, 0.30, -0.38], [-0.17, -0.12, -0.05], [0.51, 0.64, 0.01], [-0.11, -0.46, 0.69], [-0.34, 0.30, -0.23], [-0.26, -0.06, -0.62], [-0.12, 0.10, -0.21], [0.05, -0.22, -0.14], [0.40, 0.11, 0.22], [-0.28, 0.18, 0.10], [-0.12, -0.30, -0.05], [-0.21, -0.16, 0.24], [0.17, 0.24, 0.22], [0.18, 0.38, -0.22], [0.06, 0.17, -0.57], [-0.31, -0.14, 0.00], [-0.26, 0.02, 0.26], [0.23, -0.24, 0.03], [0.17, 0.11, -0.29], [0.06, 0.31, -0.28], [-0.27, 0.12, 0.22], [0.01, 0.09, 0.30], [-0.10, -0.24, 0.08], [-0.18, -0.30, -0.23], [0.29, -0.02, 0.10], [0.05, 0.04, 0.29], [-0.21, 0.01, 0.22], [0.15, 0.24, 0.13], [0.27, 0.08, -0.22], [-0.02, 0.04, 0.26], [-0.45, 0.02, 0.00], [0.03, 0.04, 0.02], [0.02, 0.08, 0.10], [0.05, 0.29, -0.12], [0.19, 0.00, -0.30], [-0.10, -0.20, -0.17], [-0.22, -0.22, -0.08], [0.22, -0.04, -0.08], [0.01, 0.15, 0.24], [0.02, -0.23, 0.29], [0.30, 0.02, 0.27], [-0.04, 0.01, 0.03], [-0.05, -0.03, 0.02], [-0.08, -0.02, 0.07], [0.00, 0.00, -0.12], [0.11, 0.02, 0.02], [-0.08, -0.04, 0.06], [-0.19, -0.05, -0.11], [0.04, 0.02, 0.00], [0.05, 0.00, 0.10], [0.09, 0.04, -0.11], [0.02, 0.01, 0.04], [-0.03, -0.01, -0.03], [0.12, 0.04, -0.07], [-0.08, -0.03, -0.07], [0.06, 0.00, 0.23], [0.01, 0.01, -0.04], [0.00, -0.03, 0.03], [0.00, -0.04, 0.00], [0.07, 0.04, -0.04], [0.07, 0.01, -0.07], [-0.09, -0.02, 0.06], [0.01, 0.01, -0.01], [0.01, 0.00, -0.01], [-0.07, -0.04, 0.07], [0.03, 0.03, -0.02], [-0.02, 0.07, -0.01], [-0.05, 0.00, -0.09], [0.08, -0.06, 0.02], [-0.01, 0.04, 0.11], [-0.06, 0.00, -0.11], [0.09, -0.12, -0.18], [0.00, 0.02, 0.04], [-0.08, 0.06, 0.03], [0.09, -0.02, 0.11], [-0.03, 0.03, 0.01], [0.02, -0.03, -0.02], [0.06, 0.00, 0.14], [0.05, -0.07, -0.07], [-0.18, 0.15, 0.01], [0.03, -0.02, 0.02], [-0.09, 0.01, 0.00], [-0.02, -0.09, -0.05], [0.04, 0.01, 0.08], [0.06, -0.02, 0.08], [-0.04, 0.01, -0.10], [0.01, 0.00, 0.01], [0.00, 0.00, 0.01], [-0.07, 0.01, -0.08]],
  "homo_lumo_gap_ev": 4.92,
  "total_charge": -1,
  "total_energy_ha": -5182.85037,
  "fmax_ev_per_a": 1.2
}

HOMO energy values, unit eV, following the record order: -3.166; -4.237.